Formula: C36H50InN2O5PS3Te
Source: the OMol25 dataset
Level of theory: the ωB97M-V functional and the def2-TZVPD basis

Results
E_tot = -105624.76121 eV
F_max = 0.3 eV/Å
Charge = 0
Energy above the lowest of the compared OMol25 structures with the same formula, charge and spin = 279.8 kJ/mol
Frontier orbital gap = 0.2450 Ha
Highest occupied orbital energy = -6.8 eV

Structure (XYZ):
```
99
Properties=species:S:1:pos:R:3:forces:R:3:lowdin_charge:R:1
In -0.31435 0.46786 0.40318 0.05 0.06 0.03 0.9865
C -1.50906 -2.44206 1.93791 0.02 0.07 0.01 -0.0238
C -0.15437 -2.66670 1.33997 -0.08 0.09 -0.14 -0.3318
N -0.04814 -2.66028 0.06435 -0.11 -0.16 -0.03 0.0669
N 1.12173 -3.13147 -0.46315 0.06 0.07 -0.05 -0.0122
C 1.99255 -2.42252 -1.03774 0.06 0.01 0.07 -1.0061
S 2.09347 -0.63388 -1.03983 -0.12 0.03 -0.20 0.4105
S 3.36935 -3.28017 -1.79530 0.00 0.04 0.04 0.8445
C 4.05415 -4.15247 -0.33983 0.00 -0.04 -0.01 -0.3919
C 5.28385 -3.52045 0.25594 -0.03 0.01 -0.01 -0.2825
C 6.41540 -4.29593 0.48043 0.01 0.00 -0.02 -0.0513
C 7.54822 -3.74734 1.06803 0.00 -0.01 0.00 -0.0902
C 7.55843 -2.41074 1.43425 0.00 0.00 0.00 -0.0955
C 6.43171 -1.62884 1.21026 -0.01 0.01 0.01 -0.0768
C 5.30257 -2.17836 0.62558 0.00 0.00 0.02 -0.0520
C 1.01352 -2.76565 2.23032 -0.01 -0.08 0.13 -0.1415
C 1.18972 -3.82011 3.12163 0.03 0.00 -0.06 -0.0519
C 2.29067 -3.86245 3.95897 0.05 0.06 0.00 -0.1132
C 3.19739 -2.80100 3.92072 -0.01 -0.06 0.02 -0.0950
C 3.01350 -1.72748 3.07375 -0.07 0.04 -0.08 -0.0277
C 1.90980 -1.66213 2.19035 0.03 -0.15 0.26 -0.3992
O 1.69936 -0.64281 1.41023 0.10 0.00 0.01 -0.3792
H -2.26829 -2.33531 1.16356 -0.01 0.01 -0.01 0.0677
H -1.76365 -3.28290 2.58855 0.01 0.00 -0.01 0.0916
H -1.49937 -1.54817 2.56772 0.00 -0.01 0.00 0.0682
H 3.23766 -4.21664 0.38134 0.00 0.02 0.00 0.0778
H 4.27556 -5.16433 -0.67668 0.00 -0.01 0.02 0.0719
H 6.41103 -5.34192 0.19363 0.00 0.01 0.00 0.1081
H 8.42192 -4.36515 1.23515 -0.01 0.01 0.00 0.0993
H 8.43967 -1.97818 1.89148 -0.01 0.00 -0.01 0.0984
H 6.42954 -0.58422 1.49714 0.00 -0.02 0.00 0.1051
H 4.42776 -1.55890 0.46489 0.00 -0.01 -0.03 0.0834
H 0.46640 -4.62974 3.13662 0.01 0.02 -0.01 0.1104
H 2.44144 -4.69689 4.63071 0.00 0.01 0.00 0.0904
H 4.06265 -2.81418 4.57420 -0.01 0.00 -0.01 0.1001
H 3.71253 -0.89984 3.06521 0.00 -0.01 0.00 0.1094
C -1.15415 1.43927 4.30340 0.00 -0.01 0.00 -0.0418
C -1.54107 2.15742 3.03029 -0.01 0.02 0.00 -0.2305
C -0.65246 3.09085 2.47772 -0.01 -0.01 0.01 -0.2234
C 0.60415 3.46238 3.22965 0.01 -0.01 0.00 -0.0369
C -0.92819 3.66328 1.23274 -0.01 0.00 0.01 -0.2203
C 0.04744 4.59928 0.56239 0.01 -0.02 -0.01 -0.0332
C -2.10929 3.33044 0.55707 -0.01 0.00 0.02 -0.2155
C -2.38355 3.97454 -0.77876 0.02 -0.03 -0.02 -0.0286
C -3.00111 2.40924 1.11113 0.00 0.03 0.04 -0.2180
C -4.21462 1.97568 0.32093 0.01 0.00 -0.01 -0.0403
C -2.73744 1.85491 2.37186 -0.02 0.02 -0.01 -0.2211
C -3.75663 0.94059 3.01398 0.00 -0.01 0.00 -0.0424
H -1.32818 2.04987 5.19444 -0.01 -0.01 -0.01 0.0933
H -0.09591 1.17749 4.28864 0.00 0.01 0.00 0.0827
H -1.70410 0.50979 4.42901 0.00 0.00 -0.01 0.0642
H 1.46416 2.87012 2.90053 -0.02 -0.01 0.00 0.0985
H 0.49031 3.30215 4.29907 0.00 0.00 0.00 0.0704
H 0.85357 4.51229 3.08816 0.00 0.00 0.00 0.0766
H -0.31125 5.63293 0.57646 0.00 -0.01 0.00 0.0918
H 0.18884 4.31165 -0.48064 0.00 0.00 0.01 0.0711
H 1.02560 4.58053 1.03429 0.00 -0.01 0.00 0.0690
H -1.74840 3.53185 -1.55260 0.00 0.00 0.01 0.0677
H -2.15572 5.04078 -0.74952 0.00 -0.01 0.00 0.0831
H -3.42201 3.86978 -1.08295 0.00 0.00 0.00 0.0711
H -5.01517 2.72105 0.34964 0.01 0.00 0.00 0.0933
H -4.62347 1.03880 0.69190 0.01 0.00 0.00 0.0643
H -3.94833 1.81283 -0.72402 0.01 0.00 0.01 0.0674
H -3.66283 -0.09531 2.67075 0.01 0.01 0.00 0.0817
H -4.77007 1.26717 2.78558 0.00 0.00 0.00 0.0781
H -3.66408 0.93691 4.09715 0.00 0.00 0.00 0.0727
C -2.58308 1.50696 -5.31056 0.01 0.00 -0.06 -0.0713
C -1.73456 1.91923 -4.13419 0.01 0.04 -0.01 -0.2817
O -0.54285 1.08639 -4.12862 -0.06 0.05 -0.01 -0.3127
P 0.69247 1.55777 -3.23770 -0.09 0.02 -0.04 0.1848
O 0.39515 1.98041 -1.85779 0.01 -0.06 -0.01 -0.3943
Te 2.25084 -0.31160 -3.45854 0.07 -0.03 0.03 0.8272
O 1.30978 2.78960 -4.03905 0.07 0.02 -0.07 -0.2628
C 1.64123 2.68434 -5.43543 -0.04 0.00 0.04 -0.2985
C 2.48570 3.87759 -5.80804 0.02 0.01 0.00 -0.0662
H -3.50069 2.09733 -5.32723 0.01 0.00 0.00 0.0851
H -2.85245 0.45371 -5.23411 0.00 0.05 -0.02 0.0521
H -2.05252 1.66592 -6.25024 -0.01 0.01 0.01 0.0777
H -2.24574 1.76778 -3.18348 0.02 0.00 0.01 0.0843
H -1.43704 2.96865 -4.20745 0.01 0.00 0.00 0.1215
H 0.71481 2.64746 -6.01280 0.01 -0.02 0.00 0.1149
H 2.19120 1.75428 -5.61247 0.00 -0.01 0.01 0.0750
H 1.93144 4.80348 -5.65663 0.00 -0.01 0.01 0.0818
H 2.77750 3.81352 -6.85711 -0.01 0.00 0.01 0.0813
H 3.38708 3.90791 -5.19666 -0.01 0.00 -0.01 0.0840
O -1.88826 -0.17196 -1.69233 -0.21 -0.19 -0.05 -0.6581
S -2.57526 -1.01575 -2.73337 0.04 0.07 0.03 0.9474
C -3.73706 -2.15139 -1.89554 0.02 0.02 0.06 -0.2969
C -3.10787 -3.54078 -1.84843 0.01 0.05 -0.03 -0.2261
C -2.25843 -3.65713 -3.11373 0.00 0.02 -0.03 -0.2231
C -1.45136 -2.36800 -3.17953 0.05 -0.01 0.06 -0.3045
H -4.66232 -2.13866 -2.47400 0.03 0.01 -0.01 0.0866
H -3.92351 -1.69480 -0.92358 -0.03 -0.03 0.01 0.0857
H -3.86930 -4.31909 -1.78809 0.01 0.01 0.01 0.1139
H -2.46171 -3.62041 -0.97621 0.08 -0.02 0.06 0.0926
H -2.90007 -3.75188 -3.99496 0.01 -0.01 0.01 0.1129
H -1.59812 -4.52458 -3.09229 0.00 0.01 0.02 0.1192
H -1.00122 -2.14931 -4.14551 0.00 0.00 -0.01 0.0864
H -0.68624 -2.33474 -2.40130 0.03 -0.01 0.02 0.0678
```
Positions in Å, forces in eV/Å.

Formula: C36H50NO29P3
Source: the OMol25 dataset
Level of theory: the ωB97M-V functional and the def2-TZVPD basis

Results
SMILES = O=C1C=C(O)C(=O)C=C1O.O=C1C=C(O)C(=O)C=C1O.O=C1C=C(O)C(=O)C=C1O.O=C1C=C(O)C(=O)C=C1O.COP(=O)(OC)OC.COP(=O)(OC)OC.COP(=O)(OC)OC.CN(C)C=O
E_tot = -126874.54207 eV
F_max = 5.1 eV/Å
Charge = 0
Frontier orbital gap = 0.2723 Ha
Highest occupied orbital energy = -9.4 eV

Structure (XYZ):
```
119
Properties=species:S:1:pos:R:3:forces:R:3:lowdin_charge:R:1
C -33.00503 -6.31650 7.69209 0.40 -0.85 -0.24 0.0641
C -32.30626 -7.42688 7.98018 2.11 0.74 2.31 -0.1944
C -32.34194 -8.73647 7.27222 -1.01 0.14 -1.66 -0.3211
O -31.78260 -9.76957 7.57123 0.32 0.70 0.98 0.1322
C -33.10486 -8.61040 6.05074 1.52 -2.65 0.11 0.0482
C -33.69830 -7.53423 5.64713 -2.75 1.97 -0.18 -0.2510
C -33.85204 -6.31116 6.51842 -0.33 2.82 -0.60 -0.2782
O -34.49507 -5.28525 6.19666 0.95 -2.82 0.11 0.0850
O -34.39846 -7.64672 4.52281 -0.22 0.01 -0.97 0.1123
O -31.32478 -7.33193 8.93645 -1.08 0.08 -0.62 0.0899
H -32.72773 -5.38833 8.16960 -0.37 0.02 0.17 0.1403
H -33.15955 -9.45239 5.37661 0.08 -0.30 0.17 0.1467
H -35.04086 -6.95400 4.35239 0.13 0.63 0.34 0.1236
H -30.94716 -8.20754 9.04745 0.24 -0.48 0.07 0.1025
C -41.03072 1.44372 6.46471 1.28 0.79 0.42 0.0603
C -42.30975 1.45771 6.05802 -0.35 0.28 -0.75 -0.2102
C -43.30432 0.34889 6.40415 1.21 -0.45 0.48 -0.2926
O -44.39060 0.19308 5.86202 1.29 0.87 0.56 0.1160
C -42.71657 -0.58864 7.39343 -1.18 0.45 -1.17 0.0793
C -41.39549 -0.63491 7.63601 -0.74 -2.43 2.27 -0.2138
C -40.43069 0.41964 7.29816 1.85 -0.54 -0.14 -0.2966
O -39.23297 0.29420 7.67480 -3.17 0.71 -1.15 0.0846
O -40.88797 -1.66042 8.40721 -0.97 0.95 -1.15 0.0846
O -42.76725 2.41979 5.24150 0.38 -0.40 0.53 0.1156
H -40.32796 2.22974 6.23082 -0.26 0.30 -0.42 0.1344
H -43.50656 -1.26952 7.67402 0.64 -0.70 0.51 0.1323
H -39.95132 -1.65925 8.19676 0.73 0.07 0.39 0.0988
H -43.67674 2.16751 5.06602 -0.71 0.09 -0.37 0.1072
C -50.29702 2.30175 -3.82432 -1.06 0.33 2.12 0.1021
C -50.74799 2.62929 -2.54743 3.87 -0.45 1.60 -0.1545
C -51.84299 3.56210 -2.21180 -3.50 -0.09 -3.66 -0.3169
O -52.42598 3.98068 -1.23009 2.21 -0.76 0.78 0.1284
C -52.57331 3.80349 -3.50285 0.25 0.41 -0.85 0.0681
C -52.22493 3.43881 -4.75726 -1.23 1.51 -0.49 -0.2217
C -50.97505 2.71655 -5.11672 0.50 -0.80 3.85 -0.3284
O -50.53770 2.42520 -6.18868 -0.40 0.30 -1.11 0.1477
O -53.00503 3.86057 -5.80475 0.63 -0.60 0.81 0.0821
O -49.95729 2.26662 -1.41145 -0.96 -0.09 -2.44 0.0443
H -49.45265 1.62906 -3.85491 0.17 0.10 -0.19 0.1252
H -53.47556 4.39022 -3.41286 -0.12 0.03 0.07 0.1314
H -52.59097 3.45489 -6.56998 -0.04 -0.01 -0.72 0.0988
H -50.30019 2.73357 -0.64597 -0.32 0.13 0.23 0.0934
C -27.84373 -2.00195 4.59695 0.93 -1.31 1.26 0.0614
C -27.02371 -2.47972 5.58602 -0.48 0.99 -0.60 -0.2176
C -27.22437 -2.11043 7.05771 2.53 -2.96 1.99 -0.2669
O -26.54471 -2.72264 7.96520 -2.17 2.38 -3.46 0.0531
C -28.29253 -1.20410 7.31338 -1.46 1.63 -1.80 0.0632
C -29.13133 -0.77705 6.29122 -1.49 0.08 2.81 -0.1387
C -29.05340 -1.22935 4.85384 1.52 -0.65 -0.58 -0.3379
O -29.82171 -1.00725 3.94011 -0.63 0.56 1.16 0.1211
O -30.22695 -0.02045 6.71946 1.72 -0.82 -0.57 0.0633
O -26.01012 -3.27258 5.23405 -0.14 0.01 -0.23 0.1037
H -27.66896 -2.40021 3.60839 -0.11 0.28 -0.20 0.1315
H -28.47716 -0.79258 8.29469 0.01 -0.32 0.14 0.1349
H -30.99817 -0.24572 6.19404 -0.13 0.14 -0.56 0.1099
H -25.35443 -3.38408 5.92632 -0.12 -0.02 0.66 0.1191
C -51.65176 5.79426 6.35066 1.54 -1.69 -1.93 -0.3594
O -50.61872 5.44160 5.77931 -0.51 0.71 -0.09 -0.0202
N -51.80430 5.64288 7.64961 -2.39 1.18 2.18 -0.1820
C -50.77962 5.08018 8.49491 0.09 0.18 0.41 -0.0449
C -53.10400 6.03365 8.28140 0.30 0.22 -0.17 -0.0424
H -52.54418 6.04457 5.75641 -0.05 0.53 0.38 0.1393
H -49.94919 4.74482 7.87360 -0.27 -0.22 0.14 0.0874
H -51.22148 4.31354 9.13140 0.11 -0.44 -0.34 0.0900
H -50.39946 5.80209 9.21770 0.08 0.40 -0.16 0.0867
H -52.99716 6.39817 9.30306 0.49 -0.54 0.15 0.0824
H -53.58556 6.90470 7.83703 0.39 -0.05 -0.72 0.0793
H -53.85389 5.24334 8.24704 0.23 -0.27 0.15 0.0838
C -38.08289 13.40417 6.15986 0.63 0.51 -0.42 -0.1095
O -38.06398 12.01692 5.92303 0.43 -2.55 -1.23 -0.2451
P -37.51898 11.27975 4.56663 -0.22 0.01 0.48 0.4955
O -36.53644 12.09644 3.81171 -1.14 -1.20 0.60 -0.2483
O -38.90079 10.96069 3.77273 0.50 -0.18 0.91 -0.2434
C -39.93072 10.08412 4.36452 0.86 -0.33 -1.34 -0.0684
O -37.02221 9.80017 5.13250 -1.21 2.08 0.45 -0.2454
C -36.31988 8.80252 4.41251 -0.23 -0.36 -0.71 -0.1099
H -37.90129 13.49355 7.23090 -0.18 0.43 -0.16 0.0922
H -39.01028 13.86824 5.82419 -0.28 -0.26 0.33 0.0889
H -37.30541 13.89514 5.57456 0.28 0.00 0.23 0.0809
H -39.79701 9.92579 5.43463 -0.26 0.38 -0.13 0.0866
H -39.83871 9.13308 3.83996 0.35 -0.27 0.28 0.0776
H -40.90907 10.40673 4.00836 0.12 0.69 0.64 0.0859
H -36.93311 8.34998 3.63323 -0.03 0.81 -0.78 0.0829
H -36.19935 7.87945 4.97954 0.44 0.62 1.03 0.0855
H -35.37464 9.22206 4.06810 -0.07 -0.38 -0.20 0.0938
C -38.33054 -12.79670 10.45359 0.32 0.73 -0.04 -0.0651
O -38.45313 -11.66041 11.35004 -0.46 0.50 0.14 -0.2268
P -39.73982 -11.49526 12.27639 0.23 0.23 0.97 0.3690
O -41.04339 -11.87666 11.72441 0.51 0.60 -0.15 -0.2224
O -39.30127 -12.34873 13.53742 -0.40 -0.69 0.06 -0.2285
C -40.33954 -12.51834 14.51105 0.85 -0.98 1.72 -0.1049
O -39.67750 -10.06237 13.01389 -1.21 -1.19 -1.37 -0.2295
C -38.49323 -9.50446 13.55224 -0.06 0.52 -0.48 -0.0983
H -37.33912 -12.72176 10.00686 0.12 -0.07 0.39 0.0855
H -39.00547 -12.67390 9.60653 -0.44 -0.35 0.40 0.0900
H -38.42694 -13.71242 11.03691 -0.21 -0.04 -0.37 0.0935
H -40.05054 -12.07325 15.46313 0.22 0.81 -0.20 0.0820
H -40.25541 -13.56248 14.81233 -0.77 -0.27 -0.50 0.0874
H -41.35195 -12.18244 14.28674 0.28 -0.21 -0.62 0.0930
H -38.29191 -8.79609 12.74864 1.19 0.36 0.68 0.0949
H -37.70112 -10.22187 13.76668 -0.02 -0.10 -0.42 0.0897
H -38.73327 -9.01962 14.49851 -0.16 0.17 -0.19 0.0905
C -56.76453 -2.09128 9.06780 -0.92 -1.32 0.31 -0.1134
O -55.36572 -2.03628 9.28766 0.73 -0.40 -0.55 -0.2129
P -54.56570 -2.85938 10.40623 1.87 0.45 0.72 0.4420
O -55.12932 -2.70584 11.75468 0.11 0.01 -0.71 -0.2361
O -54.33163 -4.41576 9.99654 -2.15 0.97 0.06 -0.2321
C -55.56985 -5.25559 9.89638 1.31 -0.85 -0.83 -0.0599
O -53.03713 -2.23944 10.23704 -3.78 -1.43 0.54 -0.2186
C -52.10130 -2.66499 9.28062 1.88 1.06 -0.03 -0.1354
H -57.20164 -1.14368 8.75300 0.46 0.16 0.53 0.0930
H -57.24298 -2.55332 9.93135 -0.23 0.83 0.46 0.0789
H -57.07042 -2.80855 8.30620 0.71 -0.05 -0.60 0.0808
H -55.44155 -5.67296 8.89765 -0.32 -0.19 0.08 0.0856
H -56.58749 -4.87100 9.96423 0.48 1.12 0.17 0.0769
H -55.54076 -6.07526 10.61428 0.47 0.26 0.14 0.0859
H -52.30312 -3.38562 8.48811 -0.86 -0.08 0.42 0.0901
H -51.24763 -2.99803 9.87089 0.10 -0.38 -0.25 0.0886
H -51.78082 -1.72639 8.82850 0.14 -0.16 -0.47 0.0866
```
Positions in Å, forces in eV/Å.

Which formula does entry 1 have? C36H50InN2O5PS3Te

Among the records above, which one has the highest F_max? C36H50NO29P3

What is the formula in the second record? C36H50NO29P3